# C2H4Cl3OP

C2H4Cl3OP in the gas phase (the ωB97M-V functional and the def2-TZVPD basis, the Open Molecules 2025 dataset).

CARTESIAN COORDINATES (ANGSTROEM)
C1 -0.1099 -0.1999 0.2414
C2 -0.2312 -0.4756 -1.2227
O1 -1.5555 0.5601 0.6285
P1 1.1656 1.1064 0.5956
Cl1 -0.5354 1.0164 -2.0961
Cl2 1.3355 -1.1394 -1.7596
Cl3 -1.5032 -1.6641 -1.5576
H1 -0.0867 -1.1070 0.8406
H2 -1.5603 0.6084 1.5916
H3 2.1990 0.1903 0.7784
H4 0.8822 1.1045 1.9600

energy = -1875.7159 Eh
multiplicity = 1
E_LUMO = 0.58 eV
SMILES string = O[C@H](P)C(Cl)(Cl)Cl
HOMO energy = -0.3759 hartree
energy above the lowest of the compared OMol25 structures with the same formula, charge and spin = 3.629 eV

# C5H21N2O5

5 unconnected molecules or ions with the total composition C5H21N2O5 (the ωB97M-V functional and the def2-TZVPD basis, the Open Molecules 2025 dataset).

CARTESIAN COORDINATES (ANGSTROEM)
C1 -0.0854 -1.3362 1.3683
N1 1.0561 -1.8965 0.6594
C2 2.3740 -1.4800 1.1641
C3 3.2455 -1.2569 -0.0583
O1 3.0281 -0.3373 -0.8107
C4 -0.3389 0.1033 0.9415
N2 -0.3335 0.2466 -0.5400
C5 -1.4940 -0.4077 -1.1945
H1 0.0313 -1.3652 2.4574
H2 -0.9634 -1.9394 1.1334
H3 1.0142 -2.9040 0.6124
H4 2.8152 -2.2143 1.8416
H5 2.2854 -0.5389 1.7076
H6 4.0406 -1.9847 -0.2833
H7 0.4276 0.7803 1.3183
H8 -1.2883 0.4549 1.3337
H9 0.5358 -0.1684 -0.8911
H10 -0.3509 1.2466 -0.7542
H11 -1.4624 -0.1549 -2.2498
H12 -1.4446 -1.4818 -1.0564
H13 -2.4019 0.0009 -0.7652
H14 -4.9586 0.7805 1.0677
H15 -4.2787 1.1615 2.4029
O2 -4.1045 0.9454 1.4787
H16 -2.4535 3.3754 -0.0118
H17 -2.9292 2.0245 0.5597
O3 -2.2480 2.4374 -0.0016
H18 2.1658 -0.4227 -2.6827
H19 1.1163 -0.5785 -3.7945
O4 1.2343 -0.2706 -2.8897
H20 2.3066 1.7026 -0.7039
H21 1.8655 3.1574 -0.8749
O5 1.5933 2.3209 -0.4841

energy = -688.6107 Eh
net charge = +1
multiplicity = 1
E_LUMO = -2.56 eV
HOMO energy = -0.4731 hartree
energy above the lowest of the compared OMol25 structures with the same formula, charge and spin = 1.435 eV

# C2H11N3P

2 unconnected molecules or ions with the total composition C2H11N3P (the ωB97M-V functional and the def2-TZVPD basis, the Open Molecules 2025 dataset).

CARTESIAN COORDINATES (ANGSTROEM)
C1 -0.4045 1.1411 0.4621
C2 0.2567 -0.2596 0.2578
N1 -1.7566 0.9054 0.3148
N2 1.3511 -0.5450 0.9352
N3 1.0515 -0.2739 -1.6464
P1 -1.1457 -1.4663 0.0977
H1 -0.0212 1.8374 -0.2524
H2 -0.1462 1.4987 1.3955
H3 -2.2546 0.8465 1.2766
H4 -2.1374 1.6570 -0.1757
H5 1.6387 -1.4980 0.9000
H6 2.0495 0.0594 1.1016
H7 0.7490 -1.1163 -2.1420
H8 0.5908 0.3228 -2.2678
H9 2.0577 -0.1891 -1.5706
H10 -0.2969 -2.4981 0.3753
H11 -1.6731 -1.2200 1.3890

energy = -588.1052 Eh
net charge = +1
multiplicity = 1
E_LUMO = -3.29 eV
HOMO energy = -0.4845 hartree
energy above the lowest of the compared OMol25 structures with the same formula, charge and spin = 1.540 eV

Which value of energy does entry 2 give? -688.6107 Eh